Entry 1:
Formula: C24H30N8PdS2
Source: the OMol25 dataset
Level of theory: ωB97M-V with the def2-TZVPD basis set

Last column: Löwdin spin population.
Element x y z (Å)
C  -1.5983  -3.1712  -3.4108  0.000
H  -0.9496  3.0171  -1.5442  0.000
N  3.6781  -1.6869  6.5081  0.010
N  -1.3185  -2.0351  -2.5505  0.004
S  -0.2477  -0.3599  3.4065  0.343
N  0.5727  0.8709  0.3616  0.081
C  1.4341  1.6575  -0.2238  0.007
C  -0.1007  2.4628  -1.9598  0.000
H  2.4554  3.9963  -0.4066  0.000
C  -2.0795  -0.8519  -2.8966  0.000
C  -0.5815  -2.1589  -1.4037  0.007
C  1.1732  -0.9649  4.1806  0.018
N  0.3787  -3.1570  -1.4644  0.000
H  -3.0740  -2.5124  -0.4091  0.001
H  1.8056  -4.0213  -2.7255  0.000
H  -2.6803  -3.2976  -3.5002  0.000
H  2.2021  -2.3723  -2.2025  0.000
H  -3.1427  -0.9671  -2.6696  0.000
H  0.1037  2.8254  -2.9694  0.000
C  -3.2241  2.4949  1.2640  0.010
H  -1.7131  0.0066  -2.3490  0.000
H  4.6886  2.0537  -0.5461  0.000
C  0.6491  0.0628  6.3087  0.012
N  -0.0532  0.6994  6.9602  0.015
H  -4.1903  2.9104  1.5169  0.000
H  -5.2525  -1.4444  0.1411  0.000
C  1.5056  -0.7372  5.4818  0.026
H  1.4666  -2.8813  0.3354  0.017
H  0.8656  4.6533  -0.8455  0.000
C  2.7115  -1.2643  6.0507  0.007
H  2.4600  1.1124  2.1053  0.000
C  -3.1638  1.1698  0.7630  -0.001
C  0.9096  -3.6590  -0.2147  0.029
C  -2.0845  3.2089  1.4619  -0.001
C  1.6466  3.9407  -1.1306  0.001
H  1.5884  -4.4852  -0.4185  0.001
H  -0.3641  1.4116  -2.0154  0.000
Pd  0.7855  -1.1371  1.2701  1.083
H  0.9473  -2.6449  -3.4232  0.000
H  -1.1929  -3.0128  -4.4138  0.000
H  -5.3002  0.9022  0.8953  0.000
N  1.0933  2.6013  -1.1623  0.004
C  -1.9367  -0.7750  -0.0380  -0.003
C  3.7704  1.6342  -0.9578  0.000
H  0.0718  3.1838  1.3571  0.001
H  -1.1683  -4.0764  -2.9937  0.000
H  -1.9609  -0.6680  -3.9667  0.000
C  1.3875  -3.0373  -2.5127  0.000
C  -4.3403  -0.8677  0.2136  -0.002
N  -0.7167  -1.4387  -0.3288  0.052
H  3.9892  0.6252  -1.3214  0.000
H  -2.1205  4.2034  1.8853  0.000
H  2.0315  4.2293  -2.1122  0.000
C  -0.8384  2.6365  1.1455  0.012
C  3.1922  0.9568  1.3154  0.003
H  0.1060  -3.9989  0.4380  0.001
H  4.1422  1.4073  1.6093  0.000
S  2.1520  -1.8902  3.0663  0.244
C  -4.3662  0.4251  0.6295  0.008
C  -0.7347  1.3818  0.6098  -0.003
C  -1.9158  0.5839  0.4257  -0.001
H  3.3416  -0.1243  1.1990  0.003
C  -3.1080  -1.4721  -0.1090  0.011
H  3.4550  2.2446  -1.7971  0.000
N  2.7573  1.6014  0.0872  0.000

Summary:
Spin multiplicity   3
Electronic energy   -2294.80286 hartree
Maximum force   0.0112 Eh/bohr
E_HOMO (alpha / beta)   -7.28 / -7.51 eV
Gap between HOMO and LUMO (alpha / beta)   7.315 / 6.532 eV

---

Entry 2:
Formula: C24H30NO2S
Source: the OMol25 dataset
Level of theory: ωB97M-V with the def2-TZVPD basis set

Last column: Mulliken charge in e.
Element x y z (Å)
H  -1.4824  -4.6698  -3.6250  0.360
C  -1.7139  -3.6443  -3.9252  -1.566
C  -2.1476  -2.8373  -2.7360  0.956
C  -2.6697  -0.3240  0.6985  0.701
C  0.0126  0.1589  4.0554  -1.006
H  -0.8161  -3.2019  -4.3762  0.320
H  2.0970  -3.6924  -0.0784  0.311
H  -0.1161  0.8076  4.9286  0.443
C  -0.8207  -1.7342  1.7511  -0.260
C  -0.2346  2.0830  2.1489  -0.525
H  -0.3616  2.9456  2.8113  0.467
H  -6.0117  2.0678  1.5058  0.441
H  0.8112  1.7664  2.1047  0.476
H  -3.3683  -0.7179  1.4529  0.713
C  -3.9694  1.9320  0.9897  0.324
H  -0.5519  0.0978  0.6192  0.504
C  -3.0173  1.1075  0.3734  -0.068
C  -1.2842  -0.3517  1.3139  0.146
H  -3.3602  0.2457  -1.9519  0.595
H  -4.9402  1.8946  2.9268  0.308
H  1.1682  -3.4286  2.1768  0.344
C  -0.5093  2.8726  -1.9084  -1.237
C  -2.6889  -1.2320  -0.5323  -0.451
C  -2.4021  -2.5903  -0.3566  -0.592
H  -0.4363  5.0251  -2.0970  0.413
H  1.0198  0.2805  3.6528  0.368
H  -2.5128  5.3958  -0.6809  0.286
H  -5.2373  0.5018  1.8635  0.460
H  -0.6047  2.3311  1.1530  -0.134
H  0.3341  2.7178  -2.5893  0.409
C  -2.0845  -3.3806  -1.4501  -0.825
H  -4.4975  4.4343  2.1674  0.317
N  -3.7591  3.2299  0.6022  0.141
S  -1.2305  0.7629  2.8950  0.333
H  -0.2118  -0.8747  4.3158  0.375
O  -1.1737  -2.2845  2.7814  -0.630
C  -2.6484  -1.5471  -2.9226  -0.960
H  -0.7811  0.7349  -1.5313  0.480
H  -2.4713  -3.0363  0.6347  0.637
C  -0.9683  4.1787  -1.6589  -0.669
H  -2.4944  -3.6681  -4.6966  0.387
H  -5.5646  4.3061  0.7466  0.293
H  -0.3642  -4.2244  1.6749  0.328
H  0.5745  -4.3741  -0.6891  0.218
C  -4.5199  4.3733  1.0728  -0.914
H  1.5463  -5.2705  0.4755  0.404
C  -2.2299  1.9536  -0.4885  0.733
C  0.4860  -3.6192  1.3369  -0.260
H  -1.7858  -4.4201  -1.3044  0.582
C  -2.1002  4.4013  -0.8639  -1.177
H  -4.0702  5.2719  0.6455  0.345
C  -5.0930  1.5870  1.8787  -1.760
C  -2.7022  3.2908  -0.3026  0.120
C  1.2109  -4.2700  0.1934  -1.091
H  -2.7849  -1.1406  -3.9293  0.437
C  -2.9547  -0.7548  -1.8156  -0.420
O  0.0170  -2.3278  0.8706  -0.249
C  -1.1222  1.7513  -1.3177  0.321

Summary:
Spin multiplicity   1
Electronic energy   -1535.72903 hartree
Maximum force   0.0329 Eh/bohr
E_HOMO   -10.64 eV
Charge   +1
Energy above the lowest of the compared OMol25 structures with the same formula, charge and spin   45.3 kcal per mole
Gap between HOMO and LUMO   7.923 eV